No. 1
This record from the OMol25 dataset describes a cluster of 17 separate species, C48H75Cl32N2O7PS2 in total at a distorted geometry. The level of theory is ωB97M-V with the def2-TZVPD basis set.

```
! wB97M-V def2-TZVPD RIJCOSX def2/J DEFGRID3
* xyz 0 1
C -3.2519 -0.1107 4.0903
C -3.0447 -1.7140 3.8170
P -4.6290 -2.5800 3.0977
C -6.1951 -1.9085 4.0426
N -4.8625 -2.1854 1.3761
C -6.3061 -1.9305 1.0130
C -7.2495 -3.2939 0.7940
O -6.5991 -4.6331 0.9773
N -6.5442 -5.2633 -0.2091
O -5.9782 -4.4962 -0.9811
C -8.8489 -3.2700 0.4365
C -9.5738 -1.7928 0.2523
C -8.6684 -0.4169 0.4766
C -7.0445 -0.4764 0.8575
S -6.0026 1.0584 1.1595
C -4.2394 0.4809 0.7034
C -3.1487 1.6098 0.1306
C -3.6358 3.1675 -0.0256
C -4.0020 3.9207 1.3918
C -5.4335 4.7390 1.1129
S -5.9573 5.8282 2.5482
C -1.6343 1.0403 -0.2759
C -0.5187 2.1315 -0.8775
C 0.5628 2.6199 0.2966
C 2.1177 2.6764 -0.2357
C 2.3480 3.7644 -1.4605
C 2.1360 3.0794 -2.9359
C 3.3372 3.4065 -4.0040
O 2.8163 4.0606 -5.2333
C 1.9909 3.0897 -6.0050
C 0.3740 3.4376 -6.1983
O 2.4600 1.9779 -6.5768
C -1.2224 -0.5747 -0.1353
C 0.2763 -1.0612 -0.5862
C 1.0918 -1.9067 0.5950
O 1.3877 -3.2361 -0.0253
C 1.9840 -4.1558 0.9550
C 2.8825 -5.4290 0.3565
O 1.8482 -4.1093 2.2825
C -2.3925 -1.6294 0.4270
C -2.0289 -3.2480 0.5311
C -1.6281 -3.8657 -0.9705
O -1.2090 -5.1261 -1.1227
C -3.9205 -1.1171 0.8749
H -2.6175 0.4574 3.2696
H -2.8728 0.1549 5.1893
H -4.3712 0.1995 3.9454
H -2.8436 -2.2110 4.8833
H -2.0775 -1.9758 3.1776
H -5.9767 -1.9842 5.2030
H -7.0739 -2.6662 3.8198
H -6.4997 -0.8252 3.6928
H -9.4068 -4.2959 0.3292
H -10.7129 -1.8052 -0.0264
H -9.2301 0.6179 0.3708
H -4.6298 3.1374 -0.6861
H -2.8946 3.8678 -0.5999
H -4.2616 3.1517 2.2648
H -3.2327 4.7433 1.7107
H -6.2436 3.9261 0.8040
H -5.2376 5.3859 0.1420
H -6.2495 4.9095 3.5905
H 0.0314 1.5533 -1.7652
H -1.0260 3.0655 -1.3830
H 0.2513 3.6974 0.6603
H 0.4832 1.8471 1.1952
H 2.8397 3.0374 0.6431
H 2.4792 1.6296 -0.6204
H 3.4637 4.1223 -1.3929
H 1.6816 4.7271 -1.2743
H 2.0204 1.9123 -2.7782
H 1.1141 3.4945 -3.3656
H 3.8590 2.4023 -4.3195
H 4.1648 4.1169 -3.5774
H -0.1461 3.5495 -5.1544
H 0.2384 4.4327 -6.8265
H -0.2011 2.5921 -6.7949
H 1.0017 -0.2063 -0.9200
H 0.1353 -1.7755 -1.5299
H 2.1206 -1.3734 0.8383
H 0.4753 -1.9997 1.5911
H 3.3251 -6.0944 1.2179
H 2.1823 -6.0195 -0.3915
H 3.7428 -4.9541 -0.3117
H -1.1218 -3.4633 1.2741
H -2.9187 -3.9074 0.9084
H -1.7192 -3.0705 -1.8569
C 6.2424 6.0233 -1.1720
Cl 7.0795 4.6098 -0.5189
Cl 4.6607 6.2336 -0.4110
H 6.8482 6.9133 -0.9853
H 6.1047 5.8896 -2.2477
C -9.0759 -0.5449 -3.5079
Cl -8.1360 -0.8553 -2.0431
Cl -10.5144 0.4176 -3.1486
H -8.4528 -0.0007 -4.2217
H -9.3853 -1.4993 -3.9408
C -12.1460 -1.6116 3.5818
Cl -13.0858 -2.7924 2.6613
Cl -10.7610 -1.0334 2.6476
H -12.7870 -0.7623 3.8302
H -11.7847 -2.0820 4.4995
C 4.7209 -1.0767 2.9814
Cl 4.9751 0.2340 4.1402
Cl 4.3760 -0.4414 1.3682
H 5.6231 -1.6915 2.9362
H 3.8759 -1.6852 3.3123
C 8.9695 8.6646 -2.4536
Cl 9.8066 7.2512 -1.8006
Cl 7.3878 8.8750 -1.6926
H 9.5752 9.5547 -2.2670
H 8.8318 8.5310 -3.5293
C -6.6193 -5.3735 -4.0215
Cl -7.7789 -6.4522 -4.8068
Cl -6.3559 -3.9139 -4.9835
H -7.0068 -5.0880 -3.0406
H -5.6682 -5.8985 -3.9040
C 8.6188 8.3575 -6.6492
Cl 9.9453 8.2846 -5.4828
Cl 7.2299 9.2223 -5.9797
H 8.9625 8.8772 -7.5468
H 8.3144 7.3399 -6.9057
C 6.6375 -7.0643 0.5886
Cl 5.2061 -7.2803 -0.4261
Cl 6.4083 -5.7412 1.7383
H 6.8242 -7.9879 1.1418
H 7.4948 -6.8366 -0.0495
C 13.8375 8.2216 -2.6830
Cl 12.4061 8.0055 -3.6977
Cl 13.6083 9.5447 -1.5333
H 14.0242 7.2979 -2.1299
H 14.6948 8.4492 -3.3211
C 1.4188 -6.1164 5.2429
Cl 2.7453 -6.1893 6.4093
Cl 0.0299 -5.2516 5.9124
H 1.7625 -5.5967 4.3453
H 1.1144 -7.1340 4.9864
C -12.9675 1.9414 -5.1569
Cl -12.4507 3.6259 -5.3004
Cl -13.7305 1.3808 -6.6497
H -12.0948 1.3181 -4.9476
H -13.6855 1.8582 -4.3374
C -2.7072 -5.1055 8.4310
Cl -4.1386 -5.3216 7.4163
Cl -2.9364 -3.7824 9.5807
H -2.5205 -6.0291 8.9841
H -1.8499 -4.8779 7.7929
C 17.6360 8.6260 -3.3619
Cl 16.4764 7.5472 -4.1472
Cl 17.8994 10.0855 -4.3238
H 17.2486 8.9115 -2.3810
H 18.5871 8.1009 -3.2444
C 3.4396 -10.7062 1.4132
Cl 2.2250 -9.5191 1.9040
Cl 5.0567 -10.2118 1.9286
H 3.2000 -11.6698 1.8693
H 3.4262 -10.7996 0.3246
C 3.4396 -0.8564 -3.8244
Cl 4.3478 0.3950 -2.9676
Cl 2.9337 -2.1425 -2.7221
H 2.5527 -0.4059 -4.2764
H 4.0737 -1.2852 -4.6042
C 4.4248 -6.0178 9.7939
Cl 5.2619 -7.4312 10.4469
Cl 2.8431 -5.8074 10.5548
H 5.0306 -5.1278 9.9805
H 4.2871 -6.1515 8.7181
*
```

- HOMO-LUMO gap: 7.181 eV
- Energy: -18372.84729 Eh



No. 2
This record from the OMol25 dataset describes a cluster of 9 separate species, C48H75ClN12O3P in total. The level of theory is ωB97M-V with the def2-TZVPD basis set.

```
! wB97M-V def2-TZVPD RIJCOSX def2/J DEFGRID3
* xyz 1 1
C -3.0512 -0.3296 1.3484
C -2.6921 -1.1760 0.1254
C -2.9014 -0.4505 -1.2228
C -1.6256 -0.3094 -2.0708
C -1.4218 1.0866 -2.6483
C -0.2013 1.1997 -3.5778
C 0.7800 2.3453 -3.2806
C 1.0703 2.6108 -1.7981
C 1.3428 1.3371 -1.0078
C 0.6487 1.1747 0.3489
N 1.4229 0.0832 0.9770
C 1.6516 0.1533 2.4454
C 0.3172 0.0635 3.2038
C -0.1104 1.3722 3.8509
Cl 0.4491 -1.2315 4.4326
C 2.5388 -0.0579 0.2094
N 3.2303 -1.1621 0.1749
C 4.3466 -1.4519 -0.7656
O 4.5906 -2.7956 -0.7103
C 4.0432 -3.6126 -1.7595
N 2.7791 0.9749 -0.6747
P 3.8945 2.2142 -0.2586
N 3.3272 3.5054 0.3033
O 4.8890 1.5115 0.7744
O 4.7434 2.3813 -1.5994
H -2.7724 0.7190 1.2086
H -2.5671 -0.6998 2.2529
H -4.1243 -0.3451 1.5391
H -1.6560 -1.5167 0.2138
H -3.2971 -2.0832 0.1411
H -3.6570 -0.9965 -1.7857
H -3.3032 0.5446 -1.0160
H -1.6348 -1.0354 -2.8872
H -0.7685 -0.5939 -1.4483
H -1.3646 1.8058 -1.8259
H -2.3245 1.3546 -3.1999
H -0.5402 1.3212 -4.6060
H 0.3413 0.2492 -3.5691
H 1.7216 2.1256 -3.7896
H 0.4119 3.2770 -3.7116
H 1.8912 3.3204 -1.7113
H 0.2129 3.1040 -1.3365
H 1.0093 0.4918 -1.6104
H -0.3809 0.8532 0.1972
H 0.6426 2.0730 0.9709
H 2.1781 1.0827 2.6821
H 2.2844 -0.6851 2.7261
H -0.4438 -0.2754 2.5047
H -0.7772 1.1857 4.6876
H -0.6514 1.9910 3.1323
H 0.7494 1.9387 4.2058
H 2.9545 -1.9244 0.7847
H 5.2395 -0.9149 -0.4422
H 4.0371 -1.0814 -1.7460
H 3.3652 -3.0347 -2.3890
H 4.8593 -3.9986 -2.3641
H 3.4839 -4.4326 -1.3177
H 2.3306 3.5941 0.4197
H 5.6544 1.0318 0.4358
H 5.6633 2.1009 -1.5221
N 5.5413 4.3768 -3.9433
C 5.0378 5.2318 -4.8856
C 6.0549 5.5642 -5.7390
C 7.2212 4.8850 -5.2939
C 6.8724 4.1629 -4.1851
H 5.0180 3.9731 -3.1892
H 4.0044 5.5331 -4.8697
H 5.9758 6.2243 -6.5860
H 8.2025 4.9276 -5.7353
H 7.4636 3.5228 -3.5515
N 5.4677 -1.6963 2.5464
C 5.3514 -0.6146 3.3862
C 5.9990 -0.9281 4.5493
C 6.5214 -2.2451 4.4063
C 6.1803 -2.6914 3.1609
H 5.1067 -1.7534 1.6164
H 4.8346 0.2807 3.0857
H 6.0859 -0.2848 5.4097
H 7.0915 -2.8019 5.1324
H 6.3843 -3.6229 2.6621
N -5.4275 3.8019 -1.8181
C -5.8364 4.6015 -2.8542
C -4.7528 4.8420 -3.6545
C -3.6443 4.1629 -3.0790
C -4.0934 3.5308 -1.9496
H -6.0191 3.4691 -1.0778
H -6.8600 4.9271 -2.9311
H -4.7525 5.4421 -4.5483
H -2.6335 4.1475 -3.4527
H -3.5790 2.9187 -1.2288
N 1.7508 -6.8719 -1.0811
C 0.3906 -6.7954 -1.2274
C 0.0851 -7.1829 -2.5046
C 1.3085 -7.5026 -3.1549
C 2.3176 -7.3045 -2.2520
H 2.2505 -6.6725 -0.2348
H -0.2420 -6.4921 -0.4104
H -0.9059 -7.2511 -2.9214
H 1.4292 -7.8578 -4.1644
H 3.3809 -7.4505 -2.3382
N -4.8052 -3.6537 -3.2718
C -5.2873 -4.4640 -2.2831
C -4.2328 -5.1676 -1.7637
C -3.0645 -4.7600 -2.4672
C -3.4534 -3.8277 -3.3921
H -5.3616 -3.0277 -3.8247
H -6.3357 -4.4710 -2.0352
H -4.2909 -5.8978 -0.9729
H -2.0589 -5.1142 -2.3100
H -2.8854 -3.2744 -4.1206
N -6.8627 -3.7321 0.9712
C -7.2457 -2.6647 1.7367
C -8.5959 -2.7591 1.9430
C -9.0449 -3.9309 1.2753
C -7.9525 -4.5091 0.6864
H -5.9266 -3.9161 0.6577
H -6.5298 -1.9343 2.0730
H -9.1960 -2.0693 2.5122
H -10.0531 -4.3073 1.2371
H -7.8602 -5.4058 0.0974
N 5.0504 -2.1553 7.5989
C 5.6548 -2.4229 8.7966
C 4.7358 -2.2056 9.7879
C 3.5283 -1.7901 9.1625
C 3.7552 -1.7694 7.8123
H 5.4827 -2.2300 6.6964
H 6.6815 -2.7431 8.8448
H 4.9078 -2.3295 10.8437
H 2.6019 -1.5369 9.6500
H 3.1091 -1.5148 6.9889
N -5.8338 6.8587 -0.3373
C -5.1016 7.4253 0.6696
C -5.8636 8.4076 1.2439
C -7.1061 8.4355 0.5540
C -7.0550 7.4697 -0.4154
H -5.5253 6.1080 -0.9302
H -4.1037 7.0867 0.8898
H -5.5648 9.0393 2.0634
H -7.9380 9.0918 0.7455
H -7.7823 7.1726 -1.1516
*
```

- HOMO-LUMO gap: 5.972 eV
- Energy: -3558.08470 Eh